Entry from OMol25: a cluster of 18 separate species, C88H211N9O18 in total (the ωB97M-V functional and the def2-TZVPD basis).

Last column: Löwdin charge in e.
CARTESIAN COORDINATES (ANGSTROEM)
C (18.22551, 12.28312, 17.13912)  -0.076
C (17.21339, 11.27250, 17.49954)  -0.453
C (16.94409, 11.35171, 19.03611)  -0.023
O (16.08627, 11.58271, 16.64147)  -0.064
H (17.77112, 13.28156, 17.28734)  0.080
H (18.56204, 12.32264, 16.10293)  0.078
H (19.11528, 12.29530, 17.68475)  0.041
H (17.55708, 10.28666, 17.20633)  0.123
H (17.93305, 11.04603, 19.45652)  0.077
H (16.24027, 10.64528, 19.43891)  0.067
H (16.74886, 12.38978, 19.37799)  0.075
H (15.44696, 10.92281, 16.94836)  0.084
C (23.89448, 19.49188, 19.83676)  -0.052
C (24.15843, 19.01961, 21.23874)  -0.512
C (25.06535, 17.73510, 21.19521)  -0.021
O (24.65459, 20.00435, 22.10117)  -0.043
H (23.48240, 18.68793, 19.21689)  0.057
H (24.86804, 19.78747, 19.35880)  0.107
H (23.10316, 20.22780, 19.91360)  0.052
H (23.23157, 18.63366, 21.71110)  0.111
H (25.99274, 17.82841, 20.61992)  0.085
H (24.41948, 16.94568, 20.80743)  0.050
H (25.33732, 17.59835, 22.21322)  0.048
H (24.02096, 20.74534, 22.07323)  0.071
C (19.89910, 15.13574, 15.53189)  -0.027
C (21.33102, 14.61303, 15.20298)  -0.431
C (21.47712, 13.23852, 14.56835)  -0.052
O (21.93251, 15.52767, 14.26213)  -0.065
H (19.32214, 14.61696, 16.25541)  0.030
H (19.27228, 15.22330, 14.58551)  0.110
H (19.99381, 16.12842, 15.88418)  0.023
H (21.91232, 14.63260, 16.19990)  0.134
H (21.03967, 12.59417, 15.24786)  0.023
H (22.46463, 12.95135, 14.29940)  0.079
H (20.95947, 13.24984, 13.62508)  0.083
H (22.00584, 16.32444, 14.77864)  0.017
C (13.84288, 20.35898, 16.19752)  -0.044
C (13.60290, 18.86366, 16.28887)  -0.499
C (12.14056, 18.52194, 16.32273)  -0.058
O (14.07094, 18.31223, 15.04670)  -0.109
H (13.09661, 20.80841, 15.52334)  0.093
H (14.88350, 20.44255, 15.85458)  0.072
H (13.89937, 20.93241, 17.13340)  0.054
H (14.16944, 18.36285, 17.11821)  0.119
H (11.61020, 18.99729, 15.43227)  0.112
H (11.74745, 18.87803, 17.28970)  0.081
H (11.99443, 17.44877, 16.23903)  0.052
H (15.03300, 18.43641, 14.83918)  0.052
C (11.72473, 16.38217, 19.61998)  -0.032
C (13.18875, 16.61681, 19.79554)  -0.477
C (13.59015, 16.93845, 21.20331)  -0.045
O (14.04466, 15.51833, 19.37082)  -0.091
H (11.15253, 17.18938, 20.06317)  0.076
H (11.51563, 15.38977, 20.14688)  0.121
H (11.48016, 16.21977, 18.60156)  0.055
H (13.51627, 17.42510, 19.13069)  0.108
H (13.22539, 17.93700, 21.47382)  0.070
H (14.62824, 16.78194, 21.40700)  0.052
H (13.04621, 16.28136, 21.87120)  0.087
H (13.62080, 15.19636, 18.54587)  0.054
C (22.96770, 24.05572, 20.49340)  -0.057
C (23.55335, 24.14952, 21.90877)  -0.444
C (22.44220, 24.19756, 23.02434)  -0.055
O (24.31191, 22.96508, 22.23257)  -0.085
H (23.78346, 23.60723, 19.86798)  0.091
H (22.75302, 25.07272, 20.14165)  0.091
H (22.14522, 23.36612, 20.44221)  0.042
H (24.19742, 25.06490, 22.02481)  0.143
H (21.92115, 23.21791, 23.25977)  0.087
H (21.75836, 25.06205, 22.84154)  0.071
H (22.87490, 24.33988, 24.04152)  0.074
H (25.14557, 22.99553, 21.73796)  0.096
C (20.94350, 9.43542, 13.82960)  -0.051
C (19.65497, 8.92020, 14.57819)  -0.455
C (18.37472, 9.50815, 14.05360)  -0.069
O (19.61153, 7.49652, 14.21820)  -0.085
H (21.07734, 9.05077, 12.79438)  0.088
H (21.88317, 9.33058, 14.43180)  0.081
H (20.82434, 10.51832, 13.70599)  0.044
H (19.87575, 9.02104, 15.67150)  0.132
H (18.13892, 9.08074, 13.04920)  0.103
H (18.35337, 10.62551, 14.08286)  0.088
H (17.64808, 9.13903, 14.76793)  0.062
H (18.98258, 7.05064, 14.78522)  0.072
C (25.15125, 18.42349, 16.23620)  -0.060
C (24.34798, 17.17966, 16.07704)  -0.460
C (24.59076, 16.16037, 17.20255)  -0.041
O (22.92635, 17.47218, 16.08491)  -0.091
H (26.18892, 18.12575, 16.49938)  0.099
H (24.82573, 19.08043, 17.01873)  0.049
H (25.18979, 19.03560, 15.30093)  0.099
H (24.56872, 16.65550, 15.10128)  0.154
H (25.60558, 15.74684, 17.05921)  0.096
H (23.97528, 15.31271, 17.04836)  0.048
H (24.54103, 16.71771, 18.13598)  0.071
H (22.78589, 18.41420, 16.31766)  0.092
C (15.04018, 13.25180, 21.83549)  -0.026
C (16.22052, 14.23086, 22.04604)  -0.455
C (17.40548, 13.59261, 22.72764)  -0.034
O (16.63208, 14.63485, 20.72374)  -0.102
H (14.36370, 13.68347, 21.09776)  0.064
H (14.55756, 13.17275, 22.81958)  0.086
H (15.47563, 12.28055, 21.67650)  0.065
H (15.87968, 15.10958, 22.54113)  0.102
H (17.06905, 13.31612, 23.72174)  0.091
H (18.19578, 14.29613, 22.86132)  0.052
H (17.82731, 12.75410, 22.16459)  0.082
H (15.83197, 14.91480, 20.24264)  0.045
C (18.38061, 24.79962, 16.74631)  0.014
C (18.38143, 23.25724, 17.03360)  -0.468
C (18.20503, 22.48861, 15.72428)  -0.177
C (19.37516, 22.40668, 14.87440)  -0.193
C (20.47621, 21.68066, 15.62042)  -0.120
C (20.83534, 22.54877, 16.82134)  -0.512
N (19.64569, 22.75968, 17.64145)  -0.092
O (19.97743, 23.56667, 18.69556)  -0.020
C (21.80448, 21.77138, 17.75423)  -0.038
C (21.64868, 23.77874, 16.44971)  -0.022
C (17.21094, 22.78964, 17.85576)  -0.023
H (18.69165, 25.35390, 17.55933)  0.052
H (17.33244, 24.91837, 16.54582)  0.075
H (19.01216, 25.08161, 15.92020)  0.064
H (17.84824, 21.43075, 15.89563)  0.113
H (17.32581, 22.95192, 15.27078)  0.133
H (19.68358, 23.40388, 14.54230)  0.114
H (19.14186, 21.93012, 13.91650)  0.113
H (21.35701, 21.53399, 14.98262)  0.116
H (20.16498, 20.68303, 15.92229)  0.098
H (22.77667, 21.52503, 17.22077)  0.104
H (22.21231, 22.37721, 18.62277)  0.060
H (21.32226, 20.93475, 18.23229)  0.050
H (22.56712, 23.39844, 15.96268)  0.094
H (20.98451, 24.49984, 15.88279)  0.087
H (22.02037, 24.27796, 17.35599)  0.077
H (17.52977, 22.69156, 18.88436)  0.061
H (16.94007, 21.78030, 17.58036)  0.054
H (16.34192, 23.49381, 17.88064)  0.108
H (19.73699, 23.03604, 19.43558)  0.043
C (13.32814, 20.62662, 19.93416)  -0.024
C (12.58492, 21.20071, 21.13337)  -0.485
C (11.11414, 20.68894, 21.07057)  -0.137
C (10.41296, 20.83412, 22.42090)  -0.171
C (11.29253, 20.16836, 23.50596)  -0.123
C (12.66505, 20.81698, 23.66708)  -0.516
N (13.24504, 20.72011, 22.32883)  -0.109
O (14.55921, 21.19205, 22.23622)  -0.062
C (12.54495, 22.28123, 24.20029)  -0.033
C (13.46258, 20.11478, 24.75504)  -0.050
C (12.57909, 22.81856, 21.15807)  0.009
H (14.39695, 20.82782, 20.09548)  0.075
H (12.98812, 21.04387, 18.99885)  0.064
H (13.07275, 19.54038, 19.90060)  0.077
H (10.67273, 21.21125, 20.18774)  0.127
H (11.02857, 19.58865, 20.86456)  0.109
H (9.39775, 20.39149, 22.32614)  0.119
H (10.20124, 21.86045, 22.58284)  0.082
H (11.42214, 19.09693, 23.33024)  0.117
H (10.76781, 20.20181, 24.47091)  0.122
H (13.38526, 22.90903, 23.86800)  0.081
H (11.65484, 22.77725, 23.74240)  0.064
H (12.40926, 22.30672, 25.31318)  0.096
H (13.60724, 19.03640, 24.51142)  0.086
H (14.30418, 20.70598, 25.21625)  0.104
H (12.79039, 20.04860, 25.61102)  0.075
H (11.98338, 23.10704, 20.22135)  0.105
H (13.57892, 23.15973, 21.05690)  0.056
H (12.07932, 23.20080, 22.02280)  0.033
H (15.07378, 20.36915, 22.20322)  0.058
C (19.91163, 15.63426, 19.40966)  0.036
C (19.89252, 17.20832, 19.83890)  -0.444
C (20.53944, 18.07048, 18.74593)  -0.122
C (19.60252, 18.26702, 17.57203)  -0.158
C (18.34515, 18.96579, 18.05138)  -0.132
C (17.58974, 18.12647, 19.03430)  -0.489
N (18.53839, 17.79255, 20.06633)  -0.055
O (17.95604, 17.06987, 21.15248)  -0.037
C (16.54778, 19.10570, 19.74854)  0.006
C (16.77786, 17.05915, 18.38859)  -0.005
C (20.66115, 17.35712, 21.09525)  -0.024
H (19.34128, 15.39644, 18.52771)  0.059
H (19.71559, 14.95583, 20.25816)  0.080
H (20.89844, 15.47162, 19.17581)  0.024
H (20.76303, 19.08165, 19.13310)  0.096
H (21.51434, 17.63988, 18.57139)  0.099
H (19.27213, 17.27375, 17.22446)  0.078
H (20.06009, 18.68999, 16.69643)  0.085
H (17.61931, 19.22535, 17.29341)  0.110
H (18.64009, 19.92066, 18.53162)  0.121
H (17.01277, 19.87353, 20.28448)  0.064
H (16.08772, 19.63844, 18.91888)  0.072
H (15.80615, 18.52687, 20.20865)  0.047
H (15.92111, 17.49421, 17.94930)  0.058
H (17.31853, 16.64244, 17.52018)  0.087
H (16.44351, 16.25431, 18.96761)  0.046
H (20.46499, 16.60761, 21.85236)  0.057
H (20.46704, 18.37580, 21.38257)  0.075
H (21.70553, 17.12493, 20.85158)  0.089
H (17.75807, 16.15750, 20.90806)  0.052
C (21.00180, 15.01102, 24.30916)  -0.024
C (22.05752, 15.81691, 25.14714)  -0.534
C (23.37847, 15.73004, 24.39146)  -0.135
C (24.50305, 16.50830, 25.07446)  -0.164
C (24.06892, 17.92981, 24.91754)  -0.145
C (22.68398, 18.22328, 25.60060)  -0.467
N (21.68990, 17.22435, 25.09298)  -0.071
O (20.47834, 17.31061, 25.82553)  -0.065
C (22.83588, 18.40298, 27.15582)  -0.009
C (22.23339, 19.53668, 25.00367)  -0.045
C (22.07067, 15.26765, 26.54942)  -0.023
H (21.27152, 13.93507, 24.28928)  0.087
H (20.97068, 15.45723, 23.27720)  0.065
H (19.99918, 15.24187, 24.70974)  0.073
H (23.67559, 14.67811, 24.26310)  0.117
H (23.15857, 16.10727, 23.38827)  0.113
H (25.44130, 16.33679, 24.53556)  0.108
H (24.78993, 16.26433, 26.09095)  0.106
H (23.92691, 18.31998, 23.88580)  0.094
H (24.72018, 18.66979, 25.34507)  0.116
H (23.33304, 19.31581, 27.40516)  0.071
H (21.86798, 18.39752, 27.57770)  0.058
H (23.46368, 17.62045, 27.63924)  0.080
H (21.99022, 19.33219, 23.96040)  0.078
H (21.40053, 19.94552, 25.56984)  0.070
H (23.07409, 20.25712, 24.99456)  0.100
H (21.13091, 15.48026, 27.10167)  0.100
H (22.95097, 15.54441, 27.08166)  0.053
H (22.07125, 14.15842, 26.43890)  0.095
H (19.94413, 18.05364, 25.45347)  0.078
C (22.64506, 9.71970, 18.47494)  -0.024
C (22.40393, 11.13558, 19.01843)  -0.507
C (21.29740, 11.10706, 20.10917)  -0.096
C (21.29917, 12.34809, 21.04138)  -0.165
C (22.57637, 12.64460, 21.71744)  -0.175
C (23.70171, 12.71345, 20.73763)  -0.451
N (23.63577, 11.47748, 19.78339)  -0.074
O (24.70440, 11.61486, 18.83180)  -0.052
C (23.73494, 14.05923, 19.96377)  -0.009
C (25.02384, 12.44906, 21.50243)  -0.040
C (22.02075, 12.10607, 17.91692)  -0.033
H (21.86231, 9.50044, 17.77524)  0.057
H (22.74224, 8.95818, 19.24129)  0.087
H (23.46108, 9.71197, 17.72012)  0.093
H (20.33078, 10.96764, 19.63468)  0.100
H (21.48754, 10.25110, 20.71466)  0.104
H (20.42870, 12.24109, 21.71223)  0.116
H (21.07353, 13.21806, 20.46770)  0.068
H (22.82398, 11.94798, 22.55052)  0.137
H (22.56394, 13.56827, 22.27408)  0.091
H (22.79935, 14.26038, 19.47078)  0.047
H (23.95145, 14.86856, 20.64514)  0.064
H (24.49559, 14.09410, 19.21006)  0.064
H (25.13065, 11.37389, 21.69833)  0.085
H (25.90038, 12.81239, 20.91053)  0.089
H (25.06523, 12.94438, 22.50293)  0.085
H (22.91037, 12.26297, 17.30201)  0.094
H (21.65928, 13.07168, 18.24580)  0.060
H (21.22591, 11.62153, 17.35699)  0.066
H (25.34904, 11.01264, 19.23538)  0.105
C (16.99427, 19.37779, 12.25593)  -0.050
C (17.59251, 18.23417, 13.00498)  -0.420
C (18.67264, 18.76349, 13.93894)  -0.252
O (19.54470, 19.55455, 13.24229)  -0.180
C (20.98350, 19.21574, 13.25083)  -0.021
N (16.67276, 17.56156, 13.90685)  0.058
H (16.71968, 20.24679, 12.90740)  0.101
H (16.25622, 19.16100, 11.52212)  0.068
H (17.77840, 19.81501, 11.66782)  0.067
H (17.99194, 17.57931, 12.30317)  0.126
H (19.08497, 17.88984, 14.37023)  0.094
H (18.16066, 19.37314, 14.72191)  0.129
H (21.16238, 18.13601, 13.15113)  0.089
H (21.49018, 19.62967, 14.06150)  0.029
H (21.48522, 19.63712, 12.34640)  0.103
H (17.24829, 17.36024, 14.75888)  0.079
H (16.35136, 16.69218, 13.51798)  0.065
C (17.56996, 17.20118, 24.40654)  -0.039
C (16.95357, 18.55639, 24.18670)  -0.426
C (18.01139, 19.60992, 23.99039)  -0.155
O (18.84905, 19.86756, 25.16284)  -0.227
C (18.34115, 20.79165, 26.15769)  -0.061
N (16.07225, 18.71535, 23.06622)  0.078
H (18.04811, 17.19766, 25.42006)  0.091
H (18.33323, 16.92754, 23.73850)  0.042
H (16.82030, 16.34865, 24.37608)  0.098
H (16.37308, 18.84255, 25.06032)  0.133
H (17.62708, 20.58758, 23.75091)  0.093
H (18.69330, 19.31705, 23.23045)  0.105
H (17.92710, 21.73976, 25.70814)  0.097
H (19.17770, 21.03102, 26.75589)  0.069
H (17.54885, 20.37680, 26.73940)  0.070
H (15.23798, 18.23677, 23.31942)  0.050
H (16.51460, 18.28465, 22.24754)  0.056
C (15.45258, 14.81933, 16.05651)  -0.048
C (14.39573, 14.20419, 15.20684)  -0.469
C (13.01321, 14.36694, 15.76530)  -0.160
O (12.87921, 14.18297, 17.17995)  -0.234
C (12.98530, 12.82569, 17.60230)  -0.076
N (14.44060, 14.81323, 13.93257)  0.052
H (15.54325, 15.92001, 15.94301)  0.070
H (16.43311, 14.42177, 15.80441)  0.067
H (15.36263, 14.57993, 17.16004)  0.093
H (14.64326, 13.16925, 14.99564)  0.133
H (12.24918, 13.79136, 15.25986)  0.129
H (12.70742, 15.41998, 15.68756)  0.118
H (13.65678, 12.30942, 16.94302)  0.052
H (12.08435, 12.18614, 17.58119)  0.097
H (13.48682, 12.81534, 18.59311)  0.098
H (14.07588, 14.23322, 13.16804)  0.097
H (14.10525, 15.74097, 13.91147)  0.054
C (18.90303, 25.16628, 21.98466)  -0.045
C (17.83712, 23.98598, 21.88553)  -0.385
C (18.57128, 22.69927, 22.20482)  -0.215
O (19.52190, 22.33805, 21.21613)  -0.214
C (20.09215, 21.03236, 21.30507)  -0.060
N (16.63840, 24.15391, 22.76650)  0.051
H (18.40436, 26.15211, 21.78357)  0.077
H (19.68207, 25.06360, 21.21756)  0.060
H (19.22236, 25.18828, 23.09491)  0.097
H (17.46002, 23.95782, 20.88006)  0.116
H (17.75763, 21.97471, 22.27988)  0.106
H (19.01953, 22.78476, 23.14063)  0.103
H (20.12257, 20.79024, 22.39493)  0.093
H (21.09648, 21.01012, 20.88893)  0.073
H (19.45224, 20.34427, 20.75720)  0.068
H (16.82623, 24.00644, 23.75714)  0.063
H (15.92839, 23.44397, 22.58748)  0.045

Computed properties:
Lowest unoccupied orbital energy: 0.38 eV
HOMO-LUMO gap: 8.541 eV